Below is C7H17N2O2P as an isolated structure, with properties calculated with wB97M-V/def2-TZVPD.

Geometry as ORCA input:
```
! RIJCOSX wB97M-V def2-TZVPD def2/J DEFGRID3
* xyz 0 1
N -1.231 -0.620 0.695
H -3.726 1.497 0.239
H 2.998 -0.479 -1.232
H 0.012 1.418 -2.227
H 1.858 -0.338 2.043
H 2.059 0.934 -0.945
C 1.487 -2.346 -0.275
C 3.186 0.372 0.750
H -2.911 -0.642 2.223
C -0.435 1.212 -1.197
C -1.912 1.724 -1.062
H 4.058 -0.359 0.800
H -2.095 1.746 1.006
O 2.425 0.398 1.869
H 3.415 1.436 0.739
H 1.572 -2.756 -1.310
H 0.128 1.675 -0.415
C -2.592 1.300 0.170
H -1.094 -1.542 1.114
H 0.640 -2.896 0.204
H 2.425 -2.783 0.126
H -2.406 1.451 -2.074
O -3.424 -0.558 1.460
P -0.448 -0.565 -0.865
C 2.338 -0.039 -0.489
N 1.209 -0.851 -0.150
C -2.546 -0.240 0.378
H -2.997 -0.957 -0.408
H -1.993 2.805 -1.168
*
```

Values from the calculation:
max |F|	4.01	eV/Å
HOMO energy	-0.3023	hartree
calculated total energy	-23896.683	eV
energy relative to the best compared isomer or geometry (same formula, charge and spin)	319.2	kJ/mol